Record 1
Below is an isolated molecule of C6H12N2 at a distorted geometry, with properties calculated with ωB97M-V/def2-TZVPD.

Geometry as XYZ:
```
20
Properties=species:S:1:pos:R:3:forces:R:3:nbo_charge:R:1
C -1.65535 -1.32603 0.67012 0.046 -0.167 0.837 -0.61
C -0.68224 -0.90483 -0.42397 -1.422 1.002 -0.046 -0.03
C 0.68733 -0.27748 0.00285 -1.729 -0.561 0.026 -0.48
C 0.65998 1.12119 0.58498 0.802 -0.220 0.749 0.12
C -0.06647 1.46728 1.64051 -0.695 -0.048 0.948 -0.39
C 1.91660 2.19574 -1.04314 -0.335 -0.410 0.258 -0.05
N 1.62185 2.10278 0.18241 -0.527 0.519 -0.327 -0.40
N -0.60326 -1.97636 -1.39861 0.152 0.344 -0.666 -0.83
H -1.77926 -0.58961 1.44825 0.425 0.305 0.244 0.21
H -2.68686 -1.41109 0.33684 0.135 -0.442 -0.640 0.22
H -1.36380 -2.24975 1.17384 0.035 -0.145 -0.098 0.20
H -1.26905 -0.10278 -0.89849 0.452 0.004 -0.365 0.18
H 1.00998 -0.95752 0.79880 0.900 0.074 -0.451 0.23
H 1.22771 -0.30663 -0.94110 0.690 -0.195 0.479 0.21
H 0.03714 2.35961 2.24376 0.478 0.422 -0.676 0.21
H -0.83073 0.85643 2.10031 0.137 -0.393 -0.413 0.19
H 2.42833 3.07901 -1.40971 0.399 -0.198 0.036 0.18
H 1.60096 1.42062 -1.74546 -0.021 0.293 -0.381 0.13
H -0.16474 -2.83226 -1.10888 0.141 -0.183 0.617 0.36
H -0.08811 -1.66831 -2.21332 -0.063 -0.001 -0.134 0.35
```
Forces are in eV/Å.

Results
total energy	-345.2539	hartree
structure (SMILES)	C=NC(=C)C[C@H](C)N
energy above the lowest of the compared OMol25 structures with the same formula, charge and spin	46.43	kcal/mol
highest occupied orbital energy	-8.92	eV

Record 2
Below is an isolated molecule of C6H12N2 at a distorted geometry, with properties calculated with ωB97M-V/def2-TZVPD.

Geometry as XYZ:
```
20
Properties=species:S:1:pos:R:3:forces:R:3:nbo_charge:R:1
C 0.68709 0.93707 0.23665 -0.034 -0.344 -0.052 -0.20
C 1.22930 -0.47171 0.29192 0.510 0.696 0.263 -0.14
C -0.58402 1.25841 0.07414 -0.065 0.192 0.088 -0.16
C 1.50797 -0.89103 1.74033 0.062 0.064 -0.341 -0.59
C -1.11243 2.65342 0.03654 0.049 -0.064 0.068 -0.64
C -0.89042 -2.30025 -1.95212 -0.326 -0.507 -0.033 -0.46
N 0.38467 -1.48921 -0.29240 -1.152 -0.820 -1.329 -0.17
N -0.07829 -1.24604 -1.42113 1.139 0.539 1.292 -0.14
H 1.43638 1.70602 0.37686 0.014 0.179 -0.004 0.20
H 2.17591 -0.48400 -0.26881 -0.105 -0.075 0.055 0.21
H -1.32928 0.48401 -0.05030 0.016 -0.117 -0.040 0.19
H 2.20103 -0.19564 2.20762 0.038 0.049 0.084 0.21
H 1.93553 -1.89021 1.76145 0.055 -0.082 0.037 0.21
H 0.57837 -0.89756 2.30431 -0.071 0.020 0.054 0.21
H -0.30554 3.38091 0.07784 0.026 0.105 0.006 0.21
H -1.78477 2.82606 0.87758 -0.068 0.084 0.014 0.21
H -1.68374 2.80786 -0.87788 -0.049 0.112 -0.051 0.21
H -0.49696 -2.57095 -2.93244 -0.027 -0.017 -0.002 0.21
H -0.92381 -3.16819 -1.28795 -0.001 0.010 -0.052 0.20
H -1.89543 -1.90099 -2.10084 -0.009 -0.023 -0.058 0.21
```
Forces are in eV/Å.

Results
total energy	-345.2548	hartree
structure (SMILES)	C/C=C/[C@@H](C)/N=N/C
energy above the lowest of the compared OMol25 structures with the same formula, charge and spin	45.84	kcal/mol
highest occupied orbital energy	-8.71	eV

Record 3
Below is a cluster of 2 separate species, C6H12N2 in total at a distorted geometry, with properties calculated with ωB97M-V/def2-TZVPD.

Geometry as XYZ:
```
20
Properties=species:S:1:pos:R:3:forces:R:3:nbo_charge:R:1
C 1.48766 -1.50957 1.13716 -0.238 0.014 -0.080 -0.67
C 1.09910 -0.06111 -1.48264 0.013 -0.038 0.086 -0.67
C 1.43249 -0.02313 0.99289 0.027 0.062 0.110 -0.19
C 1.25360 0.61541 -0.15571 0.124 0.166 -0.020 -0.19
H 1.52906 0.54758 1.90821 0.011 0.160 0.027 0.19
H 1.22652 1.69767 -0.16438 -0.011 0.083 0.134 0.20
H 0.47066 -1.90878 1.23087 0.197 -0.122 -0.003 0.24
H 1.94525 -1.97278 0.26581 0.037 -0.114 -0.038 0.21
H 0.91109 0.66441 -2.26898 -0.025 0.007 -0.098 0.21
H 2.00236 -0.61503 -1.73932 0.041 -0.072 -0.091 0.22
H 2.04360 -1.79232 2.02372 0.119 -0.108 0.114 0.21
H 0.27006 -0.76742 -1.45346 -0.051 -0.083 -0.113 0.23
C -1.95607 0.86755 0.02069 -0.193 1.550 0.199 -0.10
C -2.15862 1.50956 -1.12586 0.014 -0.226 0.311 -0.32
N -1.83791 -0.50775 0.03084 -0.070 -0.881 -0.841 -0.15
N -1.68688 -1.12569 1.07312 0.011 -0.799 0.737 -0.29
H -1.64796 -0.54729 1.94266 -0.055 0.487 -0.299 0.27
H -1.89168 1.38921 0.98178 0.029 -0.065 -0.062 0.17
H -2.27279 2.57917 -1.16830 0.015 0.146 0.088 0.21
H -2.21953 0.96032 -2.04910 0.004 -0.166 -0.162 0.21
```
Forces are in eV/Å.

Results
total energy	-345.2174	hartree
structure (SMILES)	[H]/N=N\C=C.C/C=C\C
energy above the lowest of the compared OMol25 structures with the same formula, charge and spin	69.30	kcal/mol
highest occupied orbital energy	-9.02	eV

Record 4
Below is a structure of composition C6H12N2 at a distorted geometry, with properties calculated with ωB97M-V/def2-TZVPD.

Geometry as XYZ:
```
20
Properties=species:S:1:pos:R:3:forces:R:3:nbo_charge:R:1
C -0.42678 -1.00262 -0.21231 -3.154 0.609 0.245 -0.52
C -1.68980 0.35864 1.60857 1.536 0.915 1.542 -0.77
C -0.07033 -1.07596 -1.68649 -0.003 0.212 0.063 -0.64
C -1.35473 0.38795 0.21983 3.640 -2.056 -0.801 0.37
N -1.33655 1.27566 -0.66848 -0.726 0.243 -0.780 -0.71
H -2.01368 2.02099 -0.51168 0.167 0.143 0.351 0.34
H -1.32274 -1.61088 -0.02790 0.004 -0.576 -0.364 0.22
H 0.25338 -1.54292 0.45012 0.236 0.872 0.255 0.23
H -2.05593 -0.59647 1.97188 0.178 -0.074 0.106 0.22
H -0.37356 0.64395 2.07531 -3.516 -1.031 -0.701 0.33
H -2.30634 1.18554 1.94865 -0.154 0.079 -0.008 0.21
H 0.09948 -0.08009 -2.08865 0.029 0.135 -0.023 0.23
H 0.82342 -1.67155 -1.86160 0.001 -0.139 -0.027 0.20
H -0.89626 -1.49666 -2.25839 0.097 -0.040 -0.081 0.22
C 2.37376 0.50795 -0.23032 -0.086 -0.401 -0.665 -0.73
C 1.41003 0.39968 0.85370 0.501 2.096 3.266 0.41
N 1.02913 0.67601 1.93474 1.387 -0.819 -2.411 -0.41
H 1.93886 1.06733 -1.05855 -0.036 -0.090 0.018 0.27
H 2.65764 -0.48008 -0.58331 0.034 -0.015 -0.121 0.25
H 3.26100 1.03354 0.12488 -0.135 -0.063 0.135 0.26
```
Forces are in eV/Å.

Results
total energy	-345.1960	hartree
energy above the lowest of the compared OMol25 structures with the same formula, charge and spin	82.77	kcal/mol
highest occupied orbital energy	-9.07	eV

Record 5
Below is an isolated molecule of C6H12N2 at a distorted geometry, with properties calculated with ωB97M-V/def2-TZVPD.

Geometry as XYZ:
```
20
Properties=species:S:1:pos:R:3:forces:R:3:nbo_charge:R:1
C -2.32767 -0.72660 -0.18181 -4.230 -0.390 -1.269 -0.61
C -1.08413 -0.46902 0.60264 0.100 -2.869 -1.814 -0.28
C 0.14377 -1.26635 -0.16174 1.420 -1.715 2.116 -0.45
C 1.39052 -0.34982 -0.51151 -3.806 0.739 -3.096 -0.04
C 0.26427 0.76862 -0.56630 -1.049 0.753 1.431 -0.07
C -0.45864 0.79851 0.81025 3.222 4.285 -0.840 -0.13
H -3.18987 0.12903 -0.11764 2.047 -2.120 0.373 0.23
H -2.18397 -0.77511 -1.31383 0.022 -0.125 1.421 0.21
H -2.81168 -1.81948 0.17545 1.189 3.062 -1.118 0.22
H -1.22904 -1.02670 1.45505 -0.214 -0.783 2.563 0.22
H 0.68808 -1.73811 0.63576 -0.450 -2.089 0.488 0.21
H -0.17235 -1.85922 -1.03673 0.201 -0.228 0.775 0.22
H 1.46422 -0.56989 -1.71642 1.249 0.336 2.795 0.18
H 3.00425 0.38133 -0.18509 1.006 -0.567 1.457 0.37
H 2.96511 -1.16127 0.40629 1.124 -1.516 -0.130 0.36
H -0.42453 0.03030 -1.10611 0.637 3.294 -0.962 0.19
H 0.05356 2.89744 -0.06195 -0.664 -1.748 0.494 0.37
H 0.14779 0.99073 1.80518 -1.126 -0.372 -2.464 0.22
N 2.50983 -0.29698 0.42894 -1.779 2.788 -2.526 -0.82
N -0.49272 2.00968 -0.27024 1.101 -0.735 0.307 -0.59
```
Forces are in eV/Å.

Results
total energy	-345.0413	hartree
structure (SMILES)	C[C@H]1C[C@H](N)[C@@H]2N[C@H]21
energy above the lowest of the compared OMol25 structures with the same formula, charge and spin	179.85	kcal/mol
highest occupied orbital energy	-8.08	eV

Record 6
Below is a cluster of 2 separate species, C6H12N2 in total at a distorted geometry, with properties calculated with ωB97M-V/def2-TZVPD.

Geometry as XYZ:
```
20
Properties=species:S:1:pos:R:3:forces:R:3:nbo_charge:R:1
C 0.64260 0.30314 -1.95973 -0.484 -1.327 -2.656 -0.65
C -1.13910 1.91593 0.60649 0.119 -0.534 -1.559 0.16
C -0.38347 0.78806 -1.02820 2.072 -0.379 -0.045 0.09
C -1.70891 0.54990 -1.07914 -0.829 0.433 1.814 -0.13
N 0.02119 1.59013 0.01303 -2.423 0.959 0.300 -0.45
N -2.20201 1.31453 -0.01715 0.475 -0.527 -0.094 -0.52
H -1.35008 2.72034 1.27802 0.387 0.030 0.684 0.20
H -3.14835 1.24904 0.31413 0.022 0.298 0.112 0.41
H -2.29862 -0.26475 -1.46990 0.072 0.363 -0.534 0.22
H 1.14739 -0.65144 -1.77819 0.487 0.543 0.955 0.23
H 1.27520 1.07647 -2.38795 0.475 0.055 0.730 0.23
H 0.14247 -0.03382 -2.88771 -0.366 0.273 0.172 0.21
C 1.85319 -1.27519 1.32319 0.292 1.012 -0.251 -0.61
C 0.30427 -1.32259 1.33602 1.787 -1.637 0.145 -0.61
H 2.41494 -1.18740 2.26199 -0.691 0.043 0.204 0.20
H 2.27534 -2.15464 0.84831 -0.077 -0.178 -0.268 0.19
H 2.14955 -0.38960 0.73892 0.089 -0.331 0.023 0.21
H -0.11922 -0.36953 1.63756 -0.298 -0.351 0.006 0.22
H 0.07397 -1.64560 0.32027 -0.583 0.600 -0.056 0.20
H 0.04964 -2.21299 1.93003 -0.524 0.654 0.317 0.20
```
Forces are in eV/Å.

Results
total energy	-345.2988	hartree
structure (SMILES)	Cc1c[nH]cn1.CC
energy above the lowest of the compared OMol25 structures with the same formula, charge and spin	18.24	kcal/mol
highest occupied orbital energy	-8.76	eV

Record 7
Below is a cluster of 2 separate species, C6H12N2 in total at a distorted geometry, with properties calculated with ωB97M-V/def2-TZVPD.

Geometry as XYZ:
```
20
Properties=species:S:1:pos:R:3:forces:R:3:nbo_charge:R:1
C 0.14608 -1.91598 1.38420 0.135 0.119 -0.354 -0.66
C -0.78508 -0.79476 1.06540 -0.203 0.883 1.226 -0.10
C -0.76604 0.40685 1.68307 -0.814 -1.885 0.537 -0.51
H -1.60560 -1.03668 0.40186 -0.067 0.113 -0.174 0.20
H 0.96762 -1.58125 2.01162 0.070 -0.008 0.089 0.21
H 0.55658 -2.34838 0.47363 0.086 -0.109 -0.041 0.22
H -0.39851 -2.71014 1.89931 -0.014 0.035 0.037 0.23
H -1.66371 1.00933 1.69488 0.125 0.361 -0.424 0.22
H -0.05975 0.59052 2.48241 0.275 0.125 -0.109 0.20
C -0.26556 1.08700 -1.59744 -1.199 -1.404 0.291 0.39
N -0.21613 2.09634 -0.68754 0.519 -0.126 3.094 -0.84
C 0.64338 -0.05637 -1.31856 1.243 0.602 -0.872 -0.27
C 1.82298 0.10550 -0.71565 -0.610 -0.377 0.126 -0.34
N -1.14786 1.08209 -2.52585 0.106 0.296 -0.131 -0.71
H -0.94887 2.78010 -0.82964 0.017 -0.106 0.085 0.39
H -0.18019 1.69372 0.36634 -0.063 1.364 -3.330 0.41
H -1.11319 0.25310 -3.11325 0.308 0.047 0.071 0.33
H 0.41980 -0.97409 -1.85047 -0.063 -0.056 0.056 0.21
H 2.04917 1.00772 -0.17060 0.133 0.266 -0.190 0.21
H 2.54487 -0.69461 -0.65371 0.017 -0.141 0.013 0.20
```
Forces are in eV/Å.

Results
total energy	-345.2534	hartree
structure (SMILES)	[H]/N=C(/N)C=C.C=CC
energy above the lowest of the compared OMol25 structures with the same formula, charge and spin	46.71	kcal/mol
highest occupied orbital energy	-8.81	eV

Record 8
Below is an isolated molecule of C6H12N2 at a distorted geometry, with properties calculated with ωB97M-V/def2-TZVPD.

Geometry as XYZ:
```
20
Properties=species:S:1:pos:R:3:forces:R:3:nbo_charge:R:1
C 0.13290 -0.96129 -1.34627 -0.103 -0.519 -0.529 -0.49
C 1.20081 -1.57463 -2.03399 -2.115 0.445 -0.058 -0.02
C 0.13260 -0.16765 -0.18884 -0.679 0.105 -0.334 0.33
C 2.55556 -1.08027 -1.82792 -0.658 -0.607 1.498 -0.75
C 1.22970 0.21277 0.73143 0.360 2.242 -0.734 -0.68
C -2.77812 1.14711 1.31660 0.382 -1.225 0.804 -0.42
N -1.05373 0.31469 0.20864 3.555 -0.061 2.158 -0.40
N -1.34734 1.00485 1.41975 0.280 -0.686 0.187 -0.45
H -0.88494 -1.23474 -1.76579 0.933 0.419 0.814 0.19
H 2.70679 -0.01756 -1.83902 0.175 0.703 -0.518 0.21
H 3.12620 -1.68316 -2.48113 1.618 0.058 -0.337 0.23
H 2.69917 -1.32620 -0.75947 0.746 -0.415 -0.247 0.21
H 1.98076 -0.53458 0.82915 0.354 -0.622 0.443 0.24
H 0.78099 0.59409 1.67180 0.906 -0.507 -0.518 0.22
H 1.76490 1.10322 0.24676 -0.659 -1.051 0.707 0.25
H -3.00377 1.80212 2.07213 -1.350 1.540 1.778 0.21
H -3.03938 1.54120 0.39270 -0.172 1.351 -1.676 0.20
H -3.38138 0.24299 1.34836 0.137 -0.560 0.552 0.17
H -1.78414 0.07457 -0.34449 -2.860 -0.803 -1.592 0.38
H -1.03760 0.54247 2.34958 -0.850 0.193 -2.397 0.36
```
Forces are in eV/Å.

Results
total energy	-345.1072	hartree
energy above the lowest of the compared OMol25 structures with the same formula, charge and spin	138.49	kcal/mol
highest occupied orbital energy	-6.53	eV

Record 9
Below is an isolated molecule of C6H12N2 at a distorted geometry, with properties calculated with ωB97M-V/def2-TZVPD.

Geometry as XYZ:
```
20
Properties=species:S:1:pos:R:3:forces:R:3:nbo_charge:R:1
C -1.85720 -0.82556 0.52122 3.501 -2.367 2.328 -0.21
C -0.37988 -0.32630 0.76730 -0.182 0.044 -0.806 -0.25
C 0.21848 1.03809 0.40364 -2.407 -0.264 -1.767 -0.05
C 0.61129 -0.18583 -0.37685 -4.576 -0.320 -2.332 -0.30
C 1.80290 -0.97378 -0.22517 6.202 3.912 -0.513 -0.20
C 2.99197 -0.17054 -0.17452 -4.178 0.506 -0.806 -0.38
H -1.86488 -1.39023 -1.45631 2.354 -3.031 -2.314 0.36
H -2.16819 0.06422 -1.08414 -0.404 1.290 -1.127 0.36
H -2.46606 -0.34022 1.25899 -0.993 0.632 -0.278 0.19
H -1.76619 -1.85891 0.94215 -0.378 0.492 -0.381 0.19
H 0.12810 -0.90981 1.54034 -0.336 0.753 0.380 0.22
H 0.93606 1.36258 1.07245 1.174 1.296 1.227 0.20
H -0.37632 2.95218 -0.59148 -0.168 -1.208 0.755 0.38
H -1.63617 2.18554 0.46831 3.377 -0.214 -3.007 0.36
H -0.02730 -0.15036 -1.38433 1.864 -0.396 1.847 0.23
H 1.95425 -2.05917 -0.20666 -0.718 0.442 0.181 0.22
H 3.01733 1.03111 -0.37360 -0.464 -3.241 0.705 0.20
H 3.92397 -0.58844 0.02150 1.545 -0.772 0.195 0.18
N -2.27848 -0.87460 -0.79933 -3.618 3.271 1.875 -0.82
N -0.76369 2.02003 -0.32349 -1.595 -0.823 3.840 -0.88
```
Forces are in eV/Å.

Results
total energy	-345.1700	hartree
structure (SMILES)	C=C[C@@H]1[C@@H](N)[C@H]1CN
energy above the lowest of the compared OMol25 structures with the same formula, charge and spin	99.08	kcal/mol
highest occupied orbital energy	-8.84	eV

Record 10
Below is an isolated molecule of C6H12N2O at a distorted geometry, with properties calculated with ωB97M-V/def2-TZVPD.

Geometry as XYZ:
```
21
Properties=species:S:1:pos:R:3:forces:R:3:nbo_charge:R:1
C -1.42239 -1.62368 -0.63398 -1.625 -0.986 -0.246 -0.61
C -1.11287 -0.48975 0.32035 0.795 -0.601 0.100 -0.25
C -1.05813 0.82845 -0.41208 -0.075 0.791 -1.016 -0.39
C 0.06875 1.72291 0.07494 -1.289 1.605 -0.385 -0.41
C 1.40099 1.08105 -0.08844 0.867 0.209 0.062 -0.26
C 0.19555 -0.74097 1.08105 0.451 0.208 0.904 -0.22
H -1.76411 -2.56618 -0.10166 0.576 1.035 -0.594 0.21
H -2.25887 -1.32502 -1.31270 0.382 -0.196 0.602 0.21
H -0.61916 -1.86089 -1.32686 0.413 -0.032 0.225 0.22
H -1.86465 -0.43787 1.06643 -0.945 -0.039 0.736 0.21
H -2.02505 1.38065 -0.38455 0.575 -0.487 0.028 0.22
H -0.84298 0.62737 -1.47692 -0.207 0.036 0.205 0.20
H 0.02053 2.66955 -0.53276 0.275 -0.771 0.672 0.22
H -0.13269 2.01399 1.10458 0.127 0.054 0.188 0.20
H 2.17092 1.58721 0.52855 -0.159 -0.193 -0.479 0.22
H 1.70521 1.11440 -1.13490 0.213 0.033 0.046 0.23
H 0.27457 -0.21554 2.06170 -0.506 -0.023 -0.584 0.20
H 0.35221 -1.77681 1.35377 -0.070 -0.368 -0.292 0.23
N 1.32763 -0.30770 0.30353 0.180 -0.278 -0.128 -0.21
N 2.32861 -1.12118 0.05932 0.756 0.920 -0.728 0.23
O 3.25593 -0.55998 -0.54938 -0.735 -0.917 0.685 -0.45
```
Forces are in eV/Å.

Results
total energy	-420.4976	hartree
structure (SMILES)	C[C@@H]1CCCN(N=O)C1
energy above the lowest of the compared OMol25 structures with the same formula, charge and spin	54.17	kcal/mol
highest occupied orbital energy	-9.06	eV

Which of these has the lowest highest occupied orbital energy? number 4